A structure of composition C30H28F3IrN3O6S2 at a distorted geometry. Source: OMol25; level of theory: ωB97M-V/def2-TZVPD.

XYZ file:
```
73
Properties=species:S:1:pos:R:3:forces:R:3
Ir 0.34949 -0.42797 0.38707 -0.87 0.57 0.17
S -2.34563 -0.54455 -1.96973 0.21 -0.27 -0.38
S -0.31923 1.35106 1.68418 -0.25 0.26 0.16
F -0.00503 2.55121 4.70393 0.02 0.03 -0.03
F -0.45869 1.18653 6.32253 0.01 -0.02 0.02
F -1.80045 1.34981 4.63217 0.01 -0.02 0.00
O -1.10130 -0.23855 -1.26146 0.42 0.57 0.08
O 1.70579 0.81542 -0.35732 -0.25 -0.50 -0.95
O -2.41714 -0.00372 -3.29215 0.05 -0.16 0.11
O 0.52871 -2.39033 -0.37470 0.04 -0.04 -0.08
O 4.23072 0.59807 -1.78354 0.07 -0.24 -0.09
O -1.07064 -1.76106 0.92302 -0.41 -0.41 -0.14
N -2.48432 -2.15316 -2.12081 -0.05 -0.11 0.02
N 2.18142 1.91698 -3.03392 -0.02 -0.09 -0.07
N 0.98049 -0.67774 2.22654 0.50 -0.39 0.49
C -2.75096 -3.10022 -1.03156 0.17 0.17 -0.13
C 2.27031 0.49355 -3.05269 -0.03 0.19 0.02
C 3.33419 -0.17230 -2.43531 0.09 -0.01 -0.08
C 0.24753 0.26231 4.28278 0.07 0.06 -0.17
C -0.51337 1.34635 5.00367 -0.06 0.03 0.01
C 0.32269 0.28615 2.89053 0.16 0.01 0.43
C -1.44906 -3.72205 -0.49910 -0.36 0.05 0.24
C -3.71118 -0.07454 -1.00527 -0.16 0.17 0.02
C -6.09221 0.07349 -0.86514 0.00 0.00 0.01
C 1.41985 -1.56122 -3.93710 -0.01 0.00 0.04
C 3.41017 -1.55364 -2.56197 -0.05 -0.01 0.02
C 1.58380 -1.70141 2.85800 -0.04 0.14 -0.09
C -7.21756 1.30487 1.01664 0.02 0.02 -0.02
C 3.07244 1.61857 1.40497 -0.28 -0.04 -0.26
C 2.56349 1.64622 0.07113 0.19 0.40 0.62
C 2.45582 -2.23480 -3.30383 0.01 0.00 0.02
C 4.22668 3.68917 1.02041 -0.03 -0.03 -0.13
C -5.98562 0.79782 0.32687 -0.06 -0.01 0.00
C 1.33168 -0.18865 -3.81324 -0.05 -0.06 0.04
C 2.97637 2.71348 -0.80692 -0.20 -0.18 -0.10
C 1.56001 -1.76123 4.22838 -0.03 0.14 0.17
C -4.71943 1.05680 0.84081 0.07 -0.02 0.02
C 3.90251 2.61745 1.85510 0.08 0.14 -0.09
C -4.97057 -0.36161 -1.53746 0.05 0.03 0.06
C 0.88158 -0.76657 4.94536 0.08 -0.21 -0.03
C -3.57817 0.62933 0.18034 0.03 -0.07 -0.01
C 3.74957 3.73523 -0.29672 0.18 0.08 0.25
C 2.54880 2.82422 -2.18422 0.08 0.05 0.24
C 5.36611 -0.04556 -1.19632 0.02 0.02 -0.07
C -0.63096 -2.62517 0.08477 0.64 -0.27 -0.43
H -3.27226 -2.57430 -0.23104 -0.04 -0.03 0.00
H 1.80307 2.28809 -3.90081 0.09 -0.01 -0.01
H -8.05166 0.61563 0.89750 0.00 -0.01 0.02
H 2.07694 -2.43735 2.23845 -0.04 -0.01 -0.03
H 0.69172 -2.09545 -4.52988 0.00 -0.02 0.00
H -2.59997 0.82901 0.59088 -0.03 0.02 -0.01
H -7.07202 -0.14528 -1.26962 -0.01 0.01 0.00
H -2.55726 -2.45515 -3.08063 -0.04 -0.01 -0.01
H 0.84134 -0.80819 6.02558 0.01 0.00 0.00
H 0.52146 0.35240 -4.28811 0.00 0.02 0.00
H 4.21684 -2.09912 -2.09668 0.02 -0.02 -0.02
H 2.05851 -2.57122 4.73911 -0.01 0.00 0.02
H -0.88193 -4.16327 -1.31520 0.06 -0.06 0.07
H -3.41462 -3.87235 -1.41316 0.01 -0.02 0.01
H -7.51873 2.25939 0.57954 0.00 0.00 0.00
H 4.02462 4.57120 -0.92789 -0.03 0.01 0.00
H 4.85015 4.49284 1.38610 0.01 -0.01 0.00
H 2.76988 0.79494 2.03593 0.15 0.08 0.00
H 2.53673 -3.30953 -3.39590 0.00 0.00 -0.01
H 5.93858 0.74377 -0.71940 0.01 0.01 0.00
H 5.97414 -0.52723 -1.96196 0.00 -0.01 0.01
H -1.65063 -4.48890 0.25166 -0.13 0.05 0.00
H -4.62016 1.59971 1.77243 0.00 0.01 -0.01
H 2.52257 3.83389 -2.58235 -0.08 -0.01 0.01
H 4.29090 2.58958 2.86383 -0.02 0.00 0.02
H -7.04140 1.46890 2.07787 -0.01 -0.01 0.01
H -5.06672 -0.91257 -2.46388 0.01 0.02 -0.03
H 5.05120 -0.77747 -0.45106 0.00 0.00 0.02
```
Forces are in eV/Å.

ΔE to the lowest compared entry with this formula, charge and spin = 0.00 kcal per mole
M = 839.9 g/mol
Lowest unoccupied orbital energy (alpha / beta) = -6.46 / -8.67 eV
Net charge = +2
E_tot = -80967.5577 eV
2S+1 = 2

Here are the Mulliken charges for atoms 1 to 2, given in e:
1. Ir 2.826
2. S 0.958